Record 1
Molecular formula: C7H14O3
Method: DFT, the ωB97M-V functional and the def2-TZVPD basis

Energy relative to the best compared isomer or geometry (same formula, charge and spin) ... 13.875 eV
F_max ... 4.79 eV/Å
LUMO (alpha / beta) ... -0.023 / -0.037 Ha
Electronic energy ... -13615.308 eV
Orbital gap (alpha / beta) ... 6.8 / 6.1 eV

CARTESIAN COORDINATES (ANGSTROEM)
O: 5.01666 4.14460 -0.69551
O: 1.33053 2.73492 -0.30301
O: 4.56754 0.93273 -1.40165
C: 2.92585 -0.71654 -3.07287
C: 4.36452 3.28826 0.22446
C: 2.21444 1.30611 -3.37215
C: 3.30613 2.40468 -0.44147
C: 3.30315 0.93717 -0.96597
C: 2.24922 0.03207 -4.24344
C: 2.46774 0.41119 -2.12713
H: 1.49388 0.11438 -1.70405
H: 1.72120 1.21509 -0.25075
H: 3.07512 1.96083 -3.56720
H: 4.34002 4.62965 -1.18229
H: 1.23792 -0.34833 -4.44096
H: 0.92720 2.73205 -1.17366
H: 4.01796 -0.73549 -3.18184
H: 1.29470 1.90674 -3.38818
H: 2.57657 -1.73112 -2.84145
H: 2.79714 0.08859 -5.19302
H: 4.26037 2.27972 -1.67251
H: 2.94101 2.07362 0.56412
H: 5.11117 2.62036 0.67825
H: 3.87801 3.89994 0.99703



Record 2
Molecular formula: C13H26N6
Method: DFT, the ωB97M-V functional and the def2-TZVPD basis

F_max ... 12.73 eV/Å
LUMO ... 0.015 Ha
Electronic energy ... -22833.694 eV
Orbital gap ... 9.6 eV
Structure (SMILES) ... CCN[C@](N)(C#N)[C@@](C#N)(CCCCCN)NCC

CARTESIAN COORDINATES (ANGSTROEM)
N: -3.17773 1.62381 -0.35125
N: 5.88447 1.89084 -0.19337
N: -4.39788 -1.64674 -1.39412
N: -0.54331 -0.72320 -1.93951
N: -2.01969 0.07050 1.12046
N: -2.37162 1.90397 -3.68480
C: -1.83322 1.30819 -2.65291
C: -2.95412 -0.87005 1.85211
C: -2.40571 0.28667 -0.31990
C: -1.05764 -3.18290 -1.05710
C: 2.39908 0.48471 -0.36785
C: 5.07821 0.61109 -0.14509
C: -2.55690 -0.85148 3.47527
C: 1.01940 1.11508 0.33637
C: -1.11563 0.53491 -1.34515
C: -3.48796 -0.82554 -0.91210
C: -0.03074 1.62873 -0.79382
C: -0.15624 -1.77785 -0.94567
C: 3.64522 0.86550 0.64774
H: -1.25965 -1.16283 -2.58637
H: -1.83854 0.95487 1.64305
H: 1.39180 2.08186 0.92897
H: 2.36925 -0.70727 -0.39825
H: 6.88478 1.57872 -0.25871
H: 5.67251 2.43543 -1.05930
H: 0.94733 -2.12800 -1.24099
H: -4.09286 -0.56873 1.79879
H: 4.82264 0.31998 -1.25341
H: -1.65294 -1.59636 3.64629
H: 5.70998 -0.19023 0.42795
H: -2.81998 -2.00923 1.52699
H: -2.67812 2.35487 0.20003
H: -4.07536 1.42361 0.17671
H: 3.51039 0.15247 1.59497
H: -0.58066 2.59562 -0.38277
H: 0.59169 2.00717 -1.73619
H: -1.25095 -3.51584 -2.16196
H: -0.08549 -1.43859 0.17077
H: -3.48950 -1.34252 4.01715
H: -2.02326 -3.14859 -0.38102
H: -2.33176 0.24496 3.82935
H: 0.59709 0.38668 1.14689
H: 3.58724 1.96195 1.05263
H: -0.35666 -4.01684 -0.56896
H: 2.53301 0.88061 -1.46190



Record 3
Molecular formula: C5H17N2O
Method: DFT, the ωB97M-V functional and the def2-TZVPD basis

Energy relative to the best compared isomer or geometry (same formula, charge and spin) ... 3.467 eV
F_max ... 6.67 eV/Å
LUMO ... -0.113 Ha
Electronic energy ... -10479.467 eV
Orbital gap ... 10.2 eV
Total charge ... +1

CARTESIAN COORDINATES (ANGSTROEM)
O: -1.61190 2.18122 -1.15462
N: -0.42741 1.30923 1.46661
N: 1.69699 0.35576 0.21072
C: -0.19433 -1.83172 -0.26217
C: -1.24140 0.27869 0.85246
C: 1.63659 -0.28619 -1.08577
C: 1.08022 -1.72622 -0.98541
C: -0.61559 -1.11206 1.07561
H: 2.20490 1.27512 0.03899
H: -1.37217 0.53560 -0.16218
H: -2.35511 0.36221 1.18275
H: 2.16465 -0.25067 0.88966
H: -2.31639 1.79210 -1.71613
H: 0.45304 0.98676 1.88197
H: -1.17401 -1.55872 -0.90192
H: -1.28369 -1.85492 1.65164
H: 2.57761 -0.53434 -1.56014
H: -0.90324 1.87547 2.22354
H: -1.14568 2.78431 -1.78878
H: 1.76871 -2.43890 -0.70609
H: -0.18230 -2.76732 -0.03331
H: 0.73612 0.29101 -1.60686
H: 0.21308 -1.28698 1.88770
H: -0.21262 2.04730 0.71620
H: 0.84226 -2.29773 -2.06971



Record 4
Molecular formula: C10H12Br6F6O4
Method: DFT, the ωB97M-V functional and the def2-TZVPD basis

Energy relative to the best compared isomer or geometry (same formula, charge and spin) ... 2.095 eV
F_max ... 7.48 eV/Å
LUMO ... -0.013 Ha
Electronic energy ... -455312.414 eV
Orbital gap ... 9.8 eV

CARTESIAN COORDINATES (ANGSTROEM)
Br: 19.98778 -24.39326 -19.22306
Br: 23.28514 -28.26277 -17.32536
Br: 23.18298 -28.89239 -20.28131
Br: 25.04707 -26.50995 -19.70855
Br: 18.00556 -25.45925 -21.54469
Br: 20.21274 -23.17688 -22.22928
F: 16.16005 -14.95641 -30.70938
F: 15.06681 -16.29130 -29.34790
F: 15.20278 -16.90847 -31.34751
F: 19.38395 -30.46778 -27.47081
F: 20.64664 -30.12369 -25.71480
F: 21.38613 -29.76354 -27.74483
O: 19.70290 -27.68936 -28.08848
O: 18.26912 -16.69009 -30.77524
O: 17.23446 -17.73001 -29.04369
O: 19.61667 -27.65672 -25.80798
C: 20.35317 -25.35683 -28.43907
C: 17.21177 -16.93872 -30.07195
C: 18.60354 -18.40697 -27.11782
C: 19.79771 -24.77116 -21.17709
C: 24.42629 -28.21104 -18.94221
C: 19.21021 -26.38782 -28.22332
C: 15.90291 -16.23704 -30.38324
C: 19.84558 -28.22685 -26.87247
C: 20.37758 -29.70465 -26.94471
C: 18.38651 -18.39409 -28.67641
H: 21.07126 -25.21215 -27.63192
H: 18.29257 -19.42457 -29.01902
H: 19.95991 -24.38259 -28.72946
H: 18.75742 -26.02566 -27.30032
H: 18.38606 -26.34960 -28.93566
H: 19.49567 -18.91158 -26.74693
H: 20.96139 -25.77466 -29.24130
H: 20.44851 -25.53559 -21.60159
H: 17.69127 -18.66324 -26.57911
H: 25.22293 -28.95292 -18.88675
H: 19.34388 -17.98699 -29.00171
H: 18.73367 -17.37758 -26.78388



Record 5
Molecular formula: C2H5N3S
Method: DFT, the ωB97M-V functional and the def2-TZVPD basis

Energy relative to the best compared isomer or geometry (same formula, charge and spin) ... 3.931 eV
F_max ... 4.28 eV/Å
LUMO (alpha / beta) ... -0.019 / -0.019 Ha
Electronic energy ... -17457.181 eV
Orbital gap (alpha / beta) ... 7.9 / 7.9 eV
Structure (SMILES) ... CN(N)SC#N

CARTESIAN COORDINATES (ANGSTROEM)
S: -1.47512 1.17962 -0.06766
N: -3.02584 -1.12175 -0.18801
N: 0.24608 -1.16979 0.01839
N: 0.26406 0.07428 0.40534
C: 1.40361 0.93773 0.17032
C: -2.45981 -0.13527 0.02512
H: 2.25617 0.55845 0.82994
H: 0.96718 2.00031 0.36077
H: 0.62846 -1.29818 -0.87081
H: -0.54126 -1.76470 0.10521
H: 1.73648 0.73930 -0.78863



Record 6
Molecular formula: C24H35LuNOP2Si
Method: DFT, the ωB97M-V functional and the def2-TZVPD basis

F_max ... 5.20 eV/Å
LUMO ... -0.136 Ha
Electronic energy ... -89064.252 eV
Orbital gap ... 6.8 eV
Total charge ... +1

CARTESIAN COORDINATES (ANGSTROEM)
Lu: -0.84184 0.29674 0.14109
P: 0.59654 0.35819 -2.08082
P: 1.12130 1.06583 1.82328
Si: -3.03492 3.04845 -0.25122
O: -3.42300 -1.44256 -1.40635
N: 1.65392 -1.81096 0.17586
C: -3.27765 4.92572 -0.19268
C: 1.93405 -0.84173 -2.48703
C: 1.46907 1.90430 -2.50257
C: 1.46060 -2.70250 -0.83640
C: 1.47992 -3.60196 1.80707
C: 1.06237 -4.05360 -0.55700
C: 0.66546 -4.42060 -2.93419
C: -0.51440 0.11651 -3.51735
C: 2.31081 -1.78666 3.79309
C: -4.16831 2.40822 -1.61140
C: 1.08143 -3.10953 -3.21134
C: 1.53688 -3.99112 3.17551
C: -2.60493 -0.80142 -0.90045
C: 2.64868 0.05441 2.09089
C: 1.84944 -2.26088 1.44468
C: 0.67385 -4.89554 -1.63633
C: 1.50837 -2.26324 -2.19754
C: 1.92692 -3.08777 4.14798
C: 0.42023 1.11674 3.50814
C: 1.03241 -4.44881 0.78521
C: 2.29575 -1.36734 2.46918
C: -3.62043 2.33520 1.40138
C: 1.83040 2.72788 1.64364
C: -1.25351 2.51681 -0.57515
H: -0.77753 -1.58349 0.48105
H: -1.05336 2.79295 -1.63435
H: 0.72305 -5.45896 1.02785
H: -0.96119 -0.88559 -3.47669
H: -1.32422 0.86457 -3.49235
H: 2.60316 -1.08330 4.57457
H: 0.06996 0.11935 3.80038
H: -2.72524 5.38754 0.63706
H: 0.38563 -5.91646 -1.40145
H: -5.20130 2.73682 -1.42729
H: 0.80022 2.76454 -2.38333
H: 2.32427 2.02540 -1.82184
H: -4.33622 5.20122 -0.07146
H: 3.24071 0.54366 2.87438
H: -3.01195 2.71899 2.23595
H: 2.19263 -0.70510 -3.54015
H: -4.16469 1.31042 -1.67147
H: -0.44679 1.79468 3.52019
H: -0.61605 3.24410 -0.03831
H: 3.18182 0.07737 1.12745
H: 1.26372 -5.01522 3.42570
H: -3.85844 2.80076 -2.58944
H: 2.77671 -0.55423 -1.83401
H: 1.05392 -2.74057 -4.23962
H: 1.81859 1.83474 -3.54130
H: 2.46936 2.94510 2.50885
H: -4.66442 2.64207 1.58060
H: -3.59783 1.23365 1.44562
H: 2.41661 2.78230 0.71635
H: 1.92813 -3.37924 5.19290
H: 0.07334 0.23380 -4.43683
H: 1.01617 3.46064 1.58230
H: 1.17531 1.46908 4.22150
H: 0.33301 -5.05733 -3.74627
H: -2.92652 5.40698 -1.11575



Copy entry 4 word for word.
Molecular formula: C10H12Br6F6O4
Method: DFT, the ωB97M-V functional and the def2-TZVPD basis

Energy relative to the best compared isomer or geometry (same formula, charge and spin) ... 2.095 eV
F_max ... 7.48 eV/Å
LUMO ... -0.013 Ha
Electronic energy ... -455312.414 eV
Orbital gap ... 9.8 eV

CARTESIAN COORDINATES (ANGSTROEM)
Br: 19.98778 -24.39326 -19.22306
Br: 23.28514 -28.26277 -17.32536
Br: 23.18298 -28.89239 -20.28131
Br: 25.04707 -26.50995 -19.70855
Br: 18.00556 -25.45925 -21.54469
Br: 20.21274 -23.17688 -22.22928
F: 16.16005 -14.95641 -30.70938
F: 15.06681 -16.29130 -29.34790
F: 15.20278 -16.90847 -31.34751
F: 19.38395 -30.46778 -27.47081
F: 20.64664 -30.12369 -25.71480
F: 21.38613 -29.76354 -27.74483
O: 19.70290 -27.68936 -28.08848
O: 18.26912 -16.69009 -30.77524
O: 17.23446 -17.73001 -29.04369
O: 19.61667 -27.65672 -25.80798
C: 20.35317 -25.35683 -28.43907
C: 17.21177 -16.93872 -30.07195
C: 18.60354 -18.40697 -27.11782
C: 19.79771 -24.77116 -21.17709
C: 24.42629 -28.21104 -18.94221
C: 19.21021 -26.38782 -28.22332
C: 15.90291 -16.23704 -30.38324
C: 19.84558 -28.22685 -26.87247
C: 20.37758 -29.70465 -26.94471
C: 18.38651 -18.39409 -28.67641
H: 21.07126 -25.21215 -27.63192
H: 18.29257 -19.42457 -29.01902
H: 19.95991 -24.38259 -28.72946
H: 18.75742 -26.02566 -27.30032
H: 18.38606 -26.34960 -28.93566
H: 19.49567 -18.91158 -26.74693
H: 20.96139 -25.77466 -29.24130
H: 20.44851 -25.53559 -21.60159
H: 17.69127 -18.66324 -26.57911
H: 25.22293 -28.95292 -18.88675
H: 19.34388 -17.98699 -29.00171
H: 18.73367 -17.37758 -26.78388



The highest F_max belongs to which entry? C13H26N6



Which of these has the highest electronic energy? C5H17N2O



Which of these has the highest F_max? C13H26N6